Record 1
Density functional theory data (ωB97M-V/def2-TZVPD) for a cluster of 3 separate species, C34H74N5O5 in total at a distorted geometry.

Geometry (Å):
O: 11.324 4.569 2.123
O: -4.677 -4.075 -5.118
O: 7.787 1.839 3.115
O: -7.082 -7.578 -3.433
O: -2.102 -3.386 2.753
N: -4.851 -1.145 2.235
N: 3.920 -0.148 0.840
N: 0.422 1.166 0.128
N: 8.263 4.305 1.498
N: -7.521 -4.631 -4.415
C: 1.635 2.743 -1.322
C: -0.114 -1.028 -1.118
C: -0.126 0.948 2.522
C: -1.317 -1.702 -1.817
C: -2.254 2.244 1.617
C: 11.057 3.469 2.972
C: 4.228 0.221 3.179
C: 7.120 2.175 1.905
C: -6.602 -3.771 -3.685
C: -3.299 4.891 2.928
C: -5.602 -3.118 -4.616
C: 0.967 0.744 1.466
C: -2.194 4.814 1.880
C: 10.730 4.511 0.841
C: 9.303 5.049 0.789
C: 1.392 1.481 -0.921
C: -8.365 -5.472 -3.569
C: -1.407 3.491 1.919
C: -3.865 -2.090 1.676
C: -7.685 -6.528 -2.703
C: -1.826 -0.906 -3.033
C: -2.495 -2.052 2.393
C: -0.631 0.158 -0.317
C: -2.800 2.381 0.186
C: -1.356 -1.586 1.484
C: -1.578 0.873 1.980
C: 8.023 2.964 0.981
C: 3.486 0.447 1.875
C: -1.592 -0.199 0.856
C: 7.293 2.506 4.260
C: -5.761 -7.333 -3.879
C: 2.293 1.402 1.884
C: -2.002 -1.772 -4.288
C: -4.823 -4.331 -6.504
H: 11.338 5.158 0.205
H: -2.577 -1.184 -5.002
H: 0.552 -0.752 -1.931
H: -4.795 -3.403 -7.083
H: -2.138 0.463 2.816
H: -0.423 -1.658 2.044
H: -6.031 -4.328 -2.928
H: -0.014 0.085 3.181
H: 6.186 2.715 2.099
H: -0.089 2.042 0.265
H: 0.070 1.809 3.152
H: -2.547 5.049 0.876
H: -2.761 -0.402 -2.779
H: -6.988 -5.231 -5.031
H: 2.521 2.328 1.355
H: -5.753 -4.865 -6.723
H: -7.174 -2.992 -3.171
H: 5.283 0.391 2.986
H: -1.457 5.588 2.110
H: -5.250 -8.294 -3.934
H: -3.766 -1.892 0.609
H: -0.984 3.456 2.923
H: -0.918 -2.646 -2.198
H: 7.549 3.040 -0.002
H: 9.004 5.150 -0.259
H: 10.930 2.540 2.410
H: -5.022 -2.386 -4.042
H: 10.815 3.501 0.421
H: 9.317 6.056 1.212
H: -8.466 -7.000 -2.102
H: 7.776 2.065 5.130
H: 8.953 2.394 0.865
H: 0.399 -1.761 -0.493
H: -0.566 3.622 1.219
H: -5.752 -6.898 -4.883
H: -5.250 -1.531 3.082
H: 7.525 3.576 4.241
H: -4.393 -0.293 2.538
H: -9.062 -5.990 -4.231
H: 1.936 0.671 -1.386
H: -6.971 -6.093 -1.992
H: -3.626 5.918 3.069
H: -5.211 -6.686 -3.191
H: -1.243 0.721 -1.021
H: -1.295 -2.383 0.743
H: 6.864 1.231 1.413
H: -1.970 2.555 -0.507
H: -1.111 -0.108 -3.260
H: -6.107 -2.580 -5.423
H: 1.152 -0.327 1.400
H: 4.101 -0.835 3.415
H: -2.571 -0.253 0.386
H: 8.528 4.237 2.472
H: -4.269 -3.086 1.827
H: -4.157 4.267 2.678
H: -2.541 -1.484 3.325
H: 3.820 0.867 3.950
H: -3.987 -4.957 -6.811
H: 1.793 3.577 -0.644
H: -3.129 2.351 2.262
H: -3.420 1.549 -0.139
H: -2.532 -3.628 3.576
H: 3.353 0.087 0.025
H: 2.172 1.700 2.925
H: -1.029 -1.993 -4.720
H: -2.906 4.532 3.881
H: 11.910 3.355 3.641
H: 6.210 2.374 4.359
H: -3.417 3.272 0.095
H: 1.745 2.904 -2.388
H: -8.966 -4.823 -2.924
H: -2.554 -2.664 -4.001
H: -2.104 -1.975 -1.120
H: 10.174 3.648 3.593

Output
ΔE to the lowest compared entry with this formula, charge and spin = 0.0 kcal per mole
net charge = +1



Record 2
Density functional theory data (ωB97M-V/def2-TZVPD) for a cluster of 14 separate species, C34H76BFN17O28 in total at a distorted geometry.

Geometry (Å):
F: -1.537 2.977 1.398
O: -4.030 2.157 -7.061
O: 2.696 7.359 -1.601
O: 0.296 6.081 5.263
O: 4.132 1.909 -3.394
O: -3.849 1.455 -5.014
O: -3.336 7.026 2.914
O: -1.253 1.860 5.223
O: 3.962 2.605 -5.444
O: 1.282 -7.080 3.874
O: -5.205 -1.228 -2.442
O: 4.329 -2.078 -2.706
O: 1.496 5.357 3.601
O: -1.542 -1.436 -0.025
O: -3.780 -6.353 1.359
O: -3.041 3.064 4.931
O: -3.452 7.862 0.907
O: 6.646 -3.026 3.348
O: -4.594 -5.035 2.882
O: 2.085 -8.413 2.358
O: -1.382 8.214 -2.972
O: 0.187 -4.390 -2.933
O: 4.936 -4.198 2.697
O: -2.277 -8.642 -4.712
O: -3.233 -8.358 -2.778
O: 0.264 -6.287 -1.871
O: 2.128 5.287 -1.276
O: -1.193 7.541 -0.916
O: 6.031 -0.892 -2.059
N: -0.204 -5.532 -2.702
N: 5.870 -3.435 2.502
N: 4.097 2.788 -4.251
N: 2.310 6.438 -0.902
N: -2.607 0.514 -2.551
N: 2.190 -7.530 3.192
N: 0.453 5.443 4.238
N: -3.069 -8.951 -3.832
N: 3.982 0.013 0.908
N: -3.566 6.955 1.715
N: 0.038 -3.141 0.916
N: 5.260 -1.313 -2.907
N: -2.455 2.064 5.315
N: -3.683 -5.471 2.195
N: 1.527 -0.376 -1.302
N: -3.899 2.334 -5.865
N: -1.238 8.405 -1.776
C: 6.068 -2.966 1.106
C: -5.715 -1.909 -0.012
C: 2.040 6.745 0.527
C: -1.348 -6.029 -3.512
C: 1.116 -0.806 0.066
C: -1.107 9.813 -1.320
C: -0.727 4.706 3.715
C: -4.759 -0.490 2.028
C: 5.465 -0.859 -4.308
C: 1.119 -0.807 -2.669
C: -4.027 5.644 1.187
C: -4.171 0.256 -0.556
C: -4.097 0.444 0.989
C: 4.232 4.192 -3.781
C: -3.402 1.265 -1.541
C: 2.819 0.831 0.444
C: -2.335 -4.876 2.390
C: -5.029 -0.962 -1.050
C: -3.903 -10.157 -4.074
C: -0.777 1.804 1.826
C: 0.858 -4.013 0.017
C: 0.557 1.768 0.929
C: 1.387 0.412 1.108
C: 4.549 0.518 2.192
C: 3.916 -0.210 3.505
C: -3.270 0.996 5.950
C: -5.577 -1.710 1.540
C: 3.546 -6.953 3.390
C: -0.421 -0.563 -3.044
C: 0.609 -3.030 2.288
C: -1.114 0.699 -2.342
C: 3.181 0.890 4.456
C: 2.490 0.542 -1.126
C: -3.789 3.738 -5.389
B: -0.175 -1.769 0.301
H: -3.228 -11.002 -4.202
H: -0.962 0.765 -1.214
H: -4.592 -0.246 3.135
H: 1.971 -3.716 0.041
H: -1.582 -7.041 -3.202
H: 3.044 1.073 -1.976
H: 2.969 7.105 0.966
H: -4.312 1.311 5.964
H: 1.264 7.508 0.560
H: 5.648 -1.741 -4.920
H: 4.720 -0.013 0.183
H: 4.206 -7.761 3.703
H: -1.664 -5.677 2.699
H: -2.398 -4.108 3.159
H: 1.231 2.613 1.344
H: -0.413 1.931 2.915
H: 6.244 -3.843 0.484
H: 4.737 -0.675 4.166
H: -4.082 4.934 2.011
H: 1.700 -2.684 2.334
H: -0.029 -2.265 2.880
H: 3.864 -6.528 2.439
H: -2.793 0.822 -3.515
H: 3.490 -6.182 4.156
H: -4.223 1.834 -2.123
H: -0.448 -0.361 -4.182
H: -2.192 -5.365 -3.330
H: -1.365 0.836 1.669
H: 4.184 4.855 -4.643
H: -4.554 -10.311 -3.215
H: 5.196 4.279 -3.281
H: 5.160 -2.443 0.807
H: 3.135 1.930 0.524
H: 4.559 -0.342 -4.620
H: -5.009 5.796 0.742
H: -0.826 1.703 -2.807
H: -3.301 5.316 0.443
H: 6.321 -0.187 -4.337
H: 0.805 -5.077 0.445
H: 0.420 -3.982 -1.040
H: 1.420 -1.894 -2.888
H: 3.152 0.520 5.544
H: -2.025 -4.444 1.439
H: -1.166 10.470 -2.186
H: 3.204 -1.068 3.231
H: -2.828 3.841 -4.886
H: 1.706 5.836 1.024
H: 1.991 -1.514 0.355
H: 1.466 -0.030 2.156
H: 4.540 1.665 2.277
H: 3.724 1.904 4.410
H: -1.044 -6.006 -4.558
H: -4.616 3.917 -4.702
H: -0.444 4.187 2.803
H: 1.740 -0.166 -3.405
H: 0.509 -4.042 2.825
H: -0.141 9.910 -0.827
H: -3.849 4.405 -6.246
H: -3.510 1.338 1.373
H: -1.926 10.012 -0.629
H: -6.360 -2.812 -0.322
H: -6.052 -2.420 2.290
H: 6.926 -2.296 1.078
H: 5.665 0.209 2.194
H: -2.896 0.856 6.964
H: -1.511 5.437 3.513
H: -4.487 -9.977 -4.975
H: -1.071 -1.507 -2.895
H: -1.877 -2.015 -0.757
H: -6.010 -0.750 -2.755
H: -3.148 0.091 5.355
H: 3.410 4.391 -3.094
H: -2.803 2.063 -0.981
H: 0.373 2.061 -0.173
H: -1.035 3.998 4.479
H: 2.099 1.074 4.133

Output
net charge = +1



Record 3
Density functional theory data (ωB97M-V/def2-TZVPD) for a cluster of 4 separate species, C34H76FN8O10S in total at a distorted geometry.

Geometry (Å):
S: 5.735 1.711 -1.012
F: -3.058 -0.036 -0.955
O: 7.088 1.030 -0.516
O: 7.586 3.748 5.423
O: 1.456 -0.043 -7.065
O: -7.559 2.262 -1.612
O: -0.207 -0.982 -4.826
O: -6.736 0.055 -3.376
O: 2.116 2.407 4.037
O: 6.011 2.303 -2.280
O: 4.987 5.057 5.840
O: 5.226 2.545 0.033
N: -2.561 -4.995 -1.941
N: -0.469 -4.284 -2.682
N: -0.702 -0.825 1.627
N: -0.544 -2.752 0.240
N: -2.011 -2.600 -2.087
N: -2.605 -1.959 0.999
N: -5.395 0.201 1.501
N: 0.508 1.288 5.223
C: -4.836 -0.915 1.243
C: 4.632 0.314 -1.258
C: -0.359 0.530 -0.314
C: 3.377 0.468 -0.396
C: 1.043 1.831 4.053
C: 0.653 -2.261 -0.442
C: 4.341 3.807 5.660
C: -7.814 0.006 -2.453
C: 7.392 4.968 6.123
C: 0.409 0.816 -7.486
C: -0.357 -1.349 2.986
C: 1.433 -1.173 0.295
C: -1.114 -3.994 -0.270
C: -1.542 -3.958 -1.765
C: -0.824 -1.914 -5.705
C: 6.037 5.017 6.793
C: 1.053 0.969 1.680
C: 3.137 -3.604 2.944
C: -2.769 1.307 -0.741
C: 0.374 -0.157 0.872
C: -6.960 3.192 -2.498
C: -5.499 -2.030 0.475
C: 2.394 -1.779 1.359
C: -3.444 -1.077 1.802
C: -1.300 -1.873 0.905
C: 1.791 0.097 -5.699
C: -5.471 0.083 -2.752
C: 1.214 -1.030 -4.873
C: 7.400 3.870 4.024
C: -8.450 1.363 -2.255
C: -1.513 1.467 0.106
C: 2.165 -3.234 1.804
C: 2.327 -0.575 -0.815
C: 0.224 1.649 2.788
H: 1.553 -1.995 -5.264
H: -2.686 1.846 -1.682
H: 3.989 -4.159 2.565
H: 2.375 -3.911 0.976
H: -7.476 -0.391 -1.489
H: 1.577 -0.934 -3.842
H: -0.453 0.761 -6.816
H: -3.552 -1.514 2.800
H: 2.432 -1.195 2.274
H: 2.869 -1.433 -1.228
H: -5.232 -0.895 -2.316
H: 8.169 5.030 6.890
H: 1.761 -0.170 -1.650
H: 1.999 0.663 2.116
H: 3.523 -2.701 3.411
H: 8.237 4.412 3.570
H: -5.398 -1.844 -0.595
H: -0.712 1.152 3.027
H: 0.760 1.851 -7.541
H: 6.465 4.381 3.784
H: 5.126 -0.625 -1.028
H: -0.711 -2.930 -5.309
H: -3.366 -4.753 -1.368
H: 1.455 1.064 -5.312
H: 5.917 4.163 7.465
H: 2.644 -4.209 3.699
H: 0.334 -1.846 -1.398
H: -3.095 -2.677 0.496
H: 3.617 0.470 0.661
H: -3.605 1.728 -0.182
H: -1.777 1.403 1.155
H: 0.112 -5.026 -2.321
H: -4.728 0.312 -3.516
H: -5.082 -3.015 0.692
H: 4.361 0.354 -2.309
H: -6.165 3.699 -1.953
H: 7.369 2.865 3.608
H: -0.500 1.210 5.172
H: -2.886 -4.907 -2.899
H: 3.705 3.885 4.790
H: -1.885 -1.672 -5.756
H: -1.057 -0.929 3.710
H: 7.511 5.822 5.449
H: -8.559 -0.683 -2.860
H: 1.318 1.739 0.965
H: -7.690 3.937 -2.826
H: 1.142 -3.418 2.110
H: 1.291 -3.101 -0.700
H: 6.960 0.769 0.405
H: 5.973 5.932 7.390
H: -8.787 1.767 -3.214
H: -5.424 0.847 -1.972
H: -6.346 0.216 1.137
H: -0.493 -2.425 3.036
H: -6.557 -2.075 0.713
H: -6.531 2.697 -3.373
H: -3.009 -0.097 1.932
H: 0.633 -1.056 3.306
H: -1.955 -4.304 0.346
H: -0.765 -0.203 -1.013
H: 0.104 0.497 -8.481
H: -1.201 2.499 -0.060
H: 5.063 3.002 5.501
H: 2.971 1.457 -0.609
H: 0.720 1.871 6.025
H: -0.045 2.655 2.471
H: -0.372 -4.779 -0.141
H: -0.409 -1.873 -6.713
H: -9.324 1.251 -1.608
H: 2.883 0.063 -5.624
H: 3.721 3.571 6.534
H: 3.412 -1.783 0.970
H: -3.017 -2.592 -2.185
H: 0.093 -3.467 -2.882
H: -1.647 -2.345 -3.001
H: 0.344 1.129 -0.881

Output
net charge = +1



Number 1: E_tot -1989.42122 Ha, E_HOMO -10.070 eV. Number 2: E_tot -4501.70492 Ha, E_HOMO -10.269 eV. Number 3: E_tot -3029.24560 Ha, E_HOMO -10.231 eV.